{
  "formula": "C2H19FeO14P",
  "method": "ωB97M-V/def2-TZVPD",
  "symbols": ["Fe", "P", "O", "O", "O", "O", "C", "C", "O", "O", "H", "H", "H", "O", "H", "H", "O", "H", "H", "O", "H", "H", "O", "H", "H", "O", "H", "H", "O", "H", "H", "O", "H", "H", "O", "H", "H"],
  "xyz": [[3.225, -0.242, -0.986], [4.017, -2.567, -1.942], [3.786, -2.063, -0.472], [2.997, -3.598, -2.484], [5.439, -2.907, -2.385], [3.529, -1.248, -2.663], [-0.729, -0.081, 0.144], [0.732, -0.124, -0.268], [1.647, -0.237, 0.581], [1.051, -0.270, -1.486], [-1.135, -0.982, 0.599], [-1.287, 0.261, -0.725], [-0.792, 0.716, 0.895], [-1.527, 3.791, -0.092], [-0.772, 3.572, -0.657], [-2.046, 2.967, -0.017], [-2.797, -0.258, 2.904], [-2.364, 0.245, 2.200], [-3.720, 0.014, 2.864], [1.733, -1.326, 3.113], [2.015, -2.237, 2.990], [1.656, -0.976, 2.196], [0.898, 2.445, 2.629], [0.800, 2.428, 3.586], [1.286, 1.582, 2.408], [0.921, 3.174, -2.002], [0.835, 2.208, -1.981], [0.220, 3.470, -2.593], [0.449, -1.580, -3.941], [-0.335, -1.358, -4.457], [0.284, -1.211, -3.056], [-2.840, -2.932, 1.799], [-3.349, -2.312, 1.271], [-3.010, -2.661, 2.706], [-3.283, 1.581, -0.062], [-3.431, 0.671, -0.348], [-4.104, 2.045, -0.270]],
  "mulliken_charge": [0.50, 1.02, -0.68, -0.83, -0.84, -0.74, -0.46, 0.96, -0.93, -0.62, 0.40, 0.20, 0.00, -0.66, 0.37, 0.37, -0.62, 0.34, 0.30, -0.69, 0.31, 0.46, -0.64, 0.29, 0.33, -0.71, 0.36, 0.30, -0.56, 0.23, 0.33, -0.61, 0.28, 0.31, -0.62, 0.31, 0.24],
  "energy_ev": -74726.8000,
  "lumo_ev": [3.1011, 3.1012],
  "homo_lumo_gap_ev": [2.64, 2.61],
  "e_homo_ha": [0.0171, 0.0179],
  "charge": -2,
  "spin_multiplicity": 5
}